# 1
A cluster of 2 separate species, C3H5N2 in total. Source: the Open Molecules 2025 dataset; level of theory: ωB97M-V with the def2-TZVPD basis set.

Computed properties:
**Gap between HOMO and LUMO**: 7.99 eV
**Lowest unoccupied orbital energy**: -6.4 eV
**Relative energy (zero: lowest compared OMol25 entry of this formula, charge and spin)**: 7.018 eV
**Charge**: +1

Structure (XYZ):
```
10
Properties=species:S:1:pos:R:3:forces:R:3:lowdin_charge:R:1
C -1.583390 0.074695 0.014010 -2.4 -0.5 0.3 0.027
C 0.661944 0.712568 -0.000750 -2.1 -1.0 -0.4 -0.087
C 0.447586 -0.744013 -0.015120 4.6 -3.9 2.3 0.005
N -0.737970 1.057353 0.078164 0.3 -2.7 -1.3 0.043
N -0.785434 -1.117473 -0.040914 2.9 2.7 -0.5 0.118
H 1.150008 1.351720 0.663952 1.6 -0.1 1.8 0.141
H 1.187202 0.826753 -0.926289 0.0 0.7 -1.4 0.149
H 1.836520 -2.000411 0.283045 -3.1 2.9 -0.9 0.344
H -1.178582 1.895944 0.172374 -0.7 3.3 0.2 0.116
H -0.997887 -2.057138 -0.228476 -1.2 -1.4 0.0 0.143
```
Forces are in eV/Å.



# 2
A structure of composition C16H34FN4O7Ti. Source: the Open Molecules 2025 dataset; level of theory: ωB97M-V with the def2-TZVPD basis set.

Computed properties:
**Gap between HOMO and LUMO (alpha / beta)**: 6.85 / 7.26 eV
**Multiplicity**: 2
**Expectation value of S²**: 0.752
**Lowest unoccupied orbital energy (alpha / beta)**: -6.7 / -6.3 eV
**Charge**: +2

Structure (XYZ):
```
63
Properties=species:S:1:pos:R:3:forces:R:3:lowdin_charge:R:1
Ti 10.437066 10.782358 8.420456 1.8 0.7 0.0 1.411
F 11.825408 12.118829 9.076212 -2.8 -2.7 -1.4 -0.452
C 12.384205 7.993975 6.724516 0.8 1.1 -0.7 0.053
C 12.856427 9.434898 6.486697 0.2 -1.0 2.3 -0.464
O 12.007836 10.356365 6.615571 -2.2 -0.4 0.5 -0.122
N 14.114530 9.838604 6.340453 -1.5 -0.1 0.1 0.061
C 14.130825 11.276450 6.022304 1.4 -1.4 -1.2 -0.015
H 13.178424 7.254919 6.674648 0.0 0.0 0.0 0.095
H 11.680923 7.842597 5.916208 -0.2 -0.4 -0.2 0.092
H 11.814998 7.945268 7.648126 0.4 0.0 -0.2 0.044
H 14.929172 9.263990 6.411927 0.1 -0.4 -0.3 0.155
H 13.463508 11.709139 6.735258 -0.2 0.9 -0.2 0.067
H 13.785655 11.193923 4.948217 0.4 1.6 1.2 0.129
H 15.146749 11.622034 6.175721 0.0 0.3 -0.5 0.099
C 9.029703 11.852913 5.763539 0.6 1.1 -0.7 0.027
C 8.761716 10.418364 5.887973 -0.3 -0.5 0.6 -0.488
O 9.020255 9.960629 7.022171 1.0 -0.6 1.4 -0.076
N 8.349110 9.697906 4.869622 -0.1 0.8 -0.3 0.089
C 8.190324 8.270243 4.608157 0.4 -0.8 -1.4 -0.014
H 8.556777 12.552564 6.440939 -0.1 -0.5 0.7 0.109
H 8.901631 12.332623 4.836001 -0.7 0.1 -1.6 0.089
H 10.110812 11.897760 5.797472 0.6 0.2 0.6 0.095
H 8.073662 10.334296 4.136992 -0.1 -0.5 -0.6 0.161
H 7.236645 8.074241 4.149774 -0.7 0.3 0.2 0.088
H 8.268751 7.580456 5.434687 0.3 0.5 0.6 0.092
H 8.858245 7.909365 3.780030 0.0 0.7 1.0 0.114
C 13.052024 14.039625 14.648177 0.1 0.7 0.4 0.007
C 12.995183 12.915321 13.721616 0.8 -0.9 -1.9 -0.531
O 11.973758 12.444658 13.214327 0.3 0.4 0.9 0.003
N 14.210397 12.391819 13.335391 -1.5 0.3 0.5 0.009
C 14.093112 11.296409 12.433013 -0.2 -1.4 -1.1 -0.116
H 12.084669 14.535371 14.627745 0.3 0.3 0.2 0.095
H 13.912500 14.686395 14.423386 -0.5 0.1 -0.1 0.100
H 13.261005 13.637131 15.626141 -0.2 -0.1 0.6 0.094
H 15.071464 12.877614 13.523437 0.0 -0.2 0.0 0.142
H 13.459092 10.442809 12.863316 0.9 1.3 -0.6 0.110
H 15.062338 10.920112 12.158663 0.6 -0.3 0.4 0.072
H 13.699945 11.603160 11.438738 -0.4 -0.1 0.7 0.081
C 6.827740 12.473503 9.738177 0.2 0.3 0.0 0.042
C 8.146724 11.993701 10.287796 0.1 -0.6 -0.2 -0.405
O 8.926809 11.232460 9.600823 -0.4 0.3 0.1 -0.142
N 8.462850 12.305702 11.516839 -1.3 -0.2 -0.2 0.085
C 9.345279 11.550098 12.363192 0.3 -0.6 -0.5 -0.008
H 6.866721 13.590533 9.716061 -0.4 -0.9 -0.2 0.123
H 5.958261 12.109364 10.317257 0.7 0.4 0.3 0.113
H 6.671328 12.003666 8.776229 0.2 0.4 -0.5 0.081
H 7.927568 13.046604 11.947423 -0.3 -0.2 0.1 0.174
H 9.963126 12.267766 12.802718 1.2 0.5 1.2 0.050
H 9.927872 10.914186 11.735110 0.7 -0.2 -0.4 0.073
H 8.896130 10.842372 13.060859 -0.7 0.6 0.1 0.117
C 9.528583 5.486459 11.932343 -1.6 0.2 -1.3 -0.021
C 10.661215 6.415068 11.846453 1.7 2.6 0.4 -0.234
C 11.718168 5.958202 10.814461 -0.3 0.5 0.1 -0.027
O 11.264293 6.666857 9.619823 0.7 0.2 -1.1 0.055
C 10.567523 7.781743 9.866614 1.2 -4.1 4.9 -0.497
O 10.432324 8.641487 9.055143 -0.7 2.6 -1.0 0.055
O 10.167878 7.704013 11.175229 0.0 0.8 -1.7 0.064
H 8.665073 5.903009 12.438173 0.0 0.2 0.3 0.099
H 9.699398 4.503005 12.326393 0.6 -0.3 0.2 0.102
H 9.218760 5.392263 10.864782 -0.1 -0.4 0.6 0.117
H 11.091799 6.906503 12.778098 -0.5 -1.3 -0.9 0.183
H 11.647880 4.890360 10.606617 0.0 0.2 0.0 0.142
H 12.780305 6.214921 11.020013 -0.8 0.1 -0.1 0.152
```
Forces are in eV/Å.



# 3
A structure of composition C2H2F3IO. Source: the Open Molecules 2025 dataset; level of theory: ωB97M-V with the def2-TZVPD basis set.

Computed properties:
**Gap between HOMO and LUMO**: 9.91 eV
**Lowest unoccupied orbital energy**: 0.4 eV
**Relative energy (zero: lowest compared OMol25 entry of this formula, charge and spin)**: 1.399 eV
**Charge**: 0

Structure (XYZ):
```
9
Properties=species:S:1:pos:R:3:forces:R:3:lowdin_charge:R:1
C 0.334151 -0.125883 -0.238267 0.0 -3.9 0.6 -0.642
C -0.272648 -2.029220 -0.029451 2.4 5.5 1.1 -0.639
O -0.211958 0.736547 0.629342 0.0 1.2 -1.2 -0.075
F 0.600709 -2.786550 -0.601740 0.3 -1.0 -0.8 0.139
F -0.287397 -2.287037 1.281834 -0.2 0.0 0.1 0.125
F -1.455084 -2.120665 -0.513605 -1.7 -0.6 -0.8 0.195
I 2.504751 -0.252144 -0.029780 -0.3 0.0 0.0 0.763
H 0.152131 0.184503 -1.247124 -0.1 -0.1 -0.5 0.054
H -0.597037 0.331790 1.372173 -0.5 -1.0 1.7 0.079
```
Forces are in eV/Å.



# 4
The molecule C19H20N2O6S. Source: the Open Molecules 2025 dataset; level of theory: ωB97M-V with the def2-TZVPD basis set.

Computed properties:
**Gap between HOMO and LUMO**: 9.01 eV
**Lowest unoccupied orbital energy**: 0.5 eV
**Structure (SMILES)**: COc1ccc(S(=O)(=O)N[C@@H](CC(=O)NCc2ccco2)c2ccco2)cc1
**Relative energy (zero: lowest compared OMol25 entry of this formula, charge and spin)**: 1.999 eV
**Charge**: 0

Structure (XYZ):
```
48
Properties=species:S:1:pos:R:3:forces:R:3:lowdin_charge:R:1
C 4.435156 3.242928 1.499984 0.1 0.1 0.2 -0.082
O 3.981240 2.821681 0.233695 -0.1 -0.1 -0.2 -0.076
C 3.556091 1.544641 0.080606 -0.1 -0.2 -0.2 -0.273
C 3.496780 0.597942 1.102825 0.1 0.2 0.1 -0.003
C 3.037040 -0.678933 0.829952 0.1 0.0 0.0 -0.049
C 2.633515 -1.007423 -0.446663 -0.2 -0.6 -0.1 -0.292
S 2.049847 -2.659074 -0.760970 0.0 -0.1 0.3 0.671
O 1.437379 -2.716074 -2.057926 0.0 0.2 0.0 -0.280
O 3.090132 -3.595898 -0.451317 0.0 0.0 0.3 -0.287
N 0.895438 -2.857976 0.449594 0.6 0.0 -0.4 -0.078
C -0.451408 -2.417348 0.113802 -0.3 0.4 0.0 -0.285
C -1.373114 -2.656235 1.321652 0.1 -0.1 -0.3 -0.037
C -2.762511 -2.117039 1.008271 0.4 0.0 0.5 -0.496
O -3.611537 -2.772675 0.447522 -0.2 -0.3 -0.4 0.074
N -2.962161 -0.846385 1.426182 -0.1 0.4 0.3 0.087
C -4.150434 -0.099285 1.053973 0.1 0.1 -0.1 -0.081
C -3.881756 0.820278 -0.091328 -0.3 -0.7 -0.5 -0.260
C -3.968502 0.631452 -1.438563 -0.1 0.0 0.7 -0.018
C -3.550135 1.845087 -2.036002 0.1 0.4 0.3 -0.070
C -3.232835 2.676365 -1.008622 0.0 0.0 -0.8 -0.139
O -3.425322 2.066471 0.173040 0.0 0.0 0.5 0.040
C -0.388666 -0.969742 -0.252245 -0.4 0.0 -1.0 -0.284
C -0.568090 -0.345208 -1.448707 0.0 -0.3 0.6 -0.006
C -0.362518 1.036021 -1.211203 0.0 0.1 0.5 -0.057
C -0.080094 1.148644 0.111667 -0.1 0.5 -0.7 -0.104
O -0.094944 -0.059006 0.706484 0.0 -0.4 0.5 0.032
C 2.691645 -0.081436 -1.472274 0.0 0.0 -0.1 -0.051
C 3.152062 1.191093 -1.211411 0.2 0.1 0.2 0.011
H 4.735931 4.281396 1.372153 0.0 -0.1 0.1 0.094
H 5.295798 2.655615 1.833341 0.0 0.0 0.0 0.098
H 3.641058 3.186620 2.250840 0.0 0.0 0.0 0.095
H 3.805313 0.843102 2.106386 0.0 0.0 0.1 0.106
H 2.983987 -1.427809 1.603366 0.0 0.0 0.2 0.121
H 0.927554 -3.808887 0.789023 0.2 -0.2 0.0 0.115
H -0.837244 -2.957803 -0.762709 0.0 0.2 0.2 0.161
H -0.945427 -2.166543 2.196327 0.0 0.0 0.0 0.126
H -1.449958 -3.728298 1.504211 -0.1 0.0 0.1 0.130
H -2.178333 -0.314491 1.772013 0.0 -0.1 0.0 0.134
H -4.495048 0.474249 1.918832 -0.1 -0.1 -0.1 0.131
H -4.902442 -0.836975 0.766382 0.0 0.2 0.1 0.130
H -4.292859 -0.259531 -1.934431 -0.1 -0.3 0.0 0.116
H -3.496470 2.062461 -3.082632 0.0 0.1 -0.2 0.102
H -2.875624 3.686600 -0.984658 0.0 0.1 0.1 0.120
H -0.803636 -0.816228 -2.379225 0.0 -0.2 -0.2 0.127
H -0.421860 1.827715 -1.928181 0.0 0.2 -0.1 0.111
H 0.138657 1.995292 0.731266 0.1 0.1 0.2 0.130
H 2.368521 -0.376768 -2.457293 -0.1 0.1 -0.2 0.121
H 3.209761 1.937431 -1.987029 0.0 0.1 -0.1 0.124
```
Forces are in eV/Å.



# 5
The molecule HPS5. Source: the Open Molecules 2025 dataset; level of theory: ωB97M-V with the def2-TZVPD basis set.

Computed properties:
**Gap between HOMO and LUMO (alpha / beta)**: 6.14 / 6.16 eV
**Multiplicity**: 3
**Expectation value of S²**: 2.011
**Lowest unoccupied orbital energy (alpha / beta)**: -0.8 / -3.1 eV
**Relative energy (zero: lowest compared OMol25 entry of this formula, charge and spin)**: 0.387 eV
**Charge**: 0

Structure (XYZ):
```
7
Properties=species:S:1:pos:R:3:forces:R:3:lowdin_charge:R:1
P -1.423258 -0.480154 -0.813427 -1.6 -1.3 0.3 0.251
S -0.011125 2.853222 0.266532 0.3 -0.5 -0.1 0.144
S -0.621724 -2.036201 0.348844 0.8 0.1 -0.3 -0.042
S 0.494737 1.184467 -0.609239 2.0 1.1 0.6 -0.191
S 1.467444 -1.851075 -0.171919 -0.8 1.0 0.5 -0.016
S 1.884107 0.024202 0.646629 -0.5 -0.3 -0.6 0.039
H -1.790179 0.305538 0.332578 -0.1 -0.2 -0.4 -0.186
```
Forces are in eV/Å.



# 6
The molecule C4H6N4O. Source: the Open Molecules 2025 dataset; level of theory: ωB97M-V with the def2-TZVPD basis set.

Computed properties:
**Gap between HOMO and LUMO**: 9.18 eV
**Lowest unoccupied orbital energy**: 0.6 eV
**Structure (SMILES)**: NNC1=NC=CC=NO1
**Relative energy (zero: lowest compared OMol25 entry of this formula, charge and spin)**: 3.049 eV
**Charge**: 0

Structure (XYZ):
```
15
Properties=species:S:1:pos:R:3:forces:R:3:lowdin_charge:R:1
N -0.944513 -0.418114 2.674536 0.6 -0.7 0.6 0.032
N -1.442407 -0.439333 1.381235 -0.5 0.4 0.2 -0.015
C -0.663082 -0.445134 0.301198 0.9 0.1 -2.1 -0.413
N -1.127096 -0.293759 -0.908864 0.2 0.0 0.7 0.111
C -0.274611 -0.159356 -1.979276 0.0 0.0 0.7 -0.143
C 0.989393 0.342620 -1.948762 0.2 0.0 -0.3 -0.085
C 1.607613 0.866619 -0.752098 -0.7 -0.1 0.3 -0.148
N 1.389974 0.510028 0.471374 0.5 0.6 -0.5 0.074
O 0.671288 -0.737257 0.526534 -0.9 -0.1 0.0 -0.074
H -0.518137 -1.347144 2.818143 0.0 1.1 0.3 0.100
H -0.267985 0.350889 2.808302 -0.3 -0.8 -0.2 0.095
H -2.406232 -0.158191 1.293160 0.1 0.0 -0.3 0.146
H -0.743657 -0.385262 -2.935530 0.2 0.0 0.1 0.106
H 1.500885 0.551214 -2.891993 -0.2 -0.1 0.3 0.094
H 2.228567 1.762182 -0.857959 0.0 -0.3 0.2 0.117
```
Forces are in eV/Å.



# 7
A cluster of 4 separate species, C3H15NO4 in total. Source: the Open Molecules 2025 dataset; level of theory: ωB97M-V with the def2-TZVPD basis set.

Computed properties:
**Gap between HOMO and LUMO**: 9.54 eV
**Lowest unoccupied orbital energy**: 0.2 eV
**Structure (SMILES)**: C[C@H](N)CO.O.O.O
**Relative energy (zero: lowest compared OMol25 entry of this formula, charge and spin)**: 1.043 eV
**Charge**: 0

Structure (XYZ):
```
23
Properties=species:S:1:pos:R:3:forces:R:3:lowdin_charge:R:1
C -2.285023 0.410721 2.117901 0.1 0.3 0.3 -0.069
C -1.003423 0.010003 1.405706 -0.6 0.4 -0.6 -0.481
N -0.175524 -0.799232 2.264647 -0.4 -0.4 -0.1 0.043
C -0.288011 1.245217 0.864096 0.8 -0.5 0.3 -0.230
O 0.767157 0.876315 -0.020674 0.2 -0.1 -0.5 -0.085
H -2.870017 -0.452690 2.443283 0.1 0.1 -0.1 0.081
H -2.027461 1.010579 2.992789 0.0 -0.1 0.3 0.078
H -2.892853 1.079096 1.510000 -0.1 -0.2 -0.2 0.074
H -1.271258 -0.559926 0.507102 0.0 -0.3 0.1 0.138
H -0.029841 -0.308145 3.139682 0.4 -0.1 -0.1 0.077
H 0.683061 -1.021553 1.781903 0.3 0.2 0.4 0.058
H -1.011469 1.906002 0.393670 0.1 0.4 -0.1 0.116
H 0.284218 1.712588 1.680311 -0.7 0.3 -0.1 0.132
H 0.440478 0.627672 -0.895643 -0.1 0.0 0.3 0.090
O 2.356192 -2.019620 -1.000502 0.0 -0.3 0.1 -0.062
H 2.612820 -2.898344 -1.306052 0.0 0.1 -0.1 0.037
H 2.192497 -2.153002 -0.060640 0.0 0.1 0.0 0.025
O 3.744816 2.196702 -0.489323 0.1 0.0 -0.1 -0.067
H 3.483598 2.378097 -1.399345 0.0 -0.1 0.2 0.031
H 3.294371 1.378199 -0.247459 -0.1 0.1 -0.1 0.013
O -2.386851 -1.604628 -5.175604 0.2 0.0 -0.2 -0.064
H -1.744390 -1.323696 -4.515640 -0.1 0.0 0.0 0.028
H -1.873086 -1.690357 -5.990207 -0.2 0.0 0.2 0.036
```
Forces are in eV/Å.



# 8
A structure of composition C2H4F3O2SV. Source: the Open Molecules 2025 dataset; level of theory: ωB97M-V with the def2-TZVPD basis set.

Computed properties:
**Gap between HOMO and LUMO (alpha / beta)**: 8.22 / 8.44 eV
**Multiplicity**: 4
**Expectation value of S²**: 3.771
**Lowest unoccupied orbital energy (alpha / beta)**: -5.4 / -5.3 eV
**Charge**: +1

Structure (XYZ):
```
13
Properties=species:S:1:pos:R:3:forces:R:3:lowdin_charge:R:1
C -1.749376 -0.830178 -1.228006 -0.4 0.9 2.1 -0.208
H -2.735735 -1.309257 -1.136052 -0.2 0.2 0.4 0.008
H -1.960555 -0.248739 -2.145260 1.0 -0.8 -0.3 0.027
H -1.139056 -1.735540 -1.047239 0.2 0.5 -1.3 0.023
V -1.886832 0.572142 0.806322 -0.9 -1.4 -2.2 1.156
H -0.305414 -0.026692 -1.334020 -0.5 1.4 2.7 0.232
S 0.771304 1.526557 0.669741 0.1 -0.9 -1.6 1.094
O 0.214279 1.001978 -0.707538 -0.1 0.0 -0.3 -0.494
O -0.313941 1.173332 1.689005 0.8 0.1 0.4 -0.584
C 2.050491 0.191571 1.039983 0.4 -0.1 0.3 -0.755
F 3.173625 0.518708 0.428001 -0.1 0.1 -0.1 0.169
F 2.241453 0.154038 2.345583 -0.1 0.1 0.1 0.167
F 1.639761 -0.987924 0.619477 -0.3 -0.1 -0.1 0.164
```
Forces are in eV/Å.



# 9
A cluster of 2 separate species, C5H3N3OS in total. Source: the Open Molecules 2025 dataset; level of theory: ωB97M-V with the def2-TZVPD basis set.

Computed properties:
**Gap between HOMO and LUMO**: 9.30 eV
**Lowest unoccupied orbital energy**: -0.4 eV
**Structure (SMILES)**: C#[N+][O-].N#Cc1nccs1
**Relative energy (zero: lowest compared OMol25 entry of this formula, charge and spin)**: 3.506 eV
**Charge**: 0

Structure (XYZ):
```
13
Properties=species:S:1:pos:R:3:forces:R:3:lowdin_charge:R:1
C -0.896558 1.170007 -3.295330 1.8 -0.8 0.2 0.130
N 0.162592 0.958406 -2.882594 -0.6 0.4 -1.4 -0.232
O 1.307230 0.726243 -2.725291 1.6 -0.5 0.9 0.034
H -1.801997 1.588412 -3.175525 -2.7 1.0 0.2 0.032
N -2.319583 -0.063549 -0.951835 1.9 0.7 1.3 0.182
C -1.389502 0.037759 -0.247706 -3.6 -0.6 -2.7 -0.232
C -0.370611 -0.232946 0.644130 0.6 -1.1 0.8 -0.615
N 0.147634 0.616278 1.468381 -0.7 0.2 -1.8 0.076
C 0.986585 -0.032194 2.267747 0.5 1.3 1.7 -0.284
C 1.019213 -1.360851 2.215718 1.7 -3.7 0.8 -0.389
S 0.054361 -1.921589 0.899947 0.1 1.2 0.5 1.070
H 1.453482 0.646734 2.928470 1.0 -0.1 1.0 0.103
H 1.647154 -2.132709 2.853888 -1.5 2.0 -1.5 0.124
```
Forces are in eV/Å.



Question: Which of these has the highest charge?
Answer: C16H34FN4O7Ti



Question: Which value of charge does entry 6 give?
Answer: 0



Question: Look up the charge of the seventh one.
Answer: 0